ORCA calculation (ωB97M-V/def2-TZVPD) on a cluster of 10 separate species, C40H110N10O10 in total in a non-equilibrium geometry.

As for the net charge: 0. Its structure (SMILES) is COC[C@H](C)N.COC[C@H](C)N.COC[C@H](C)N.COC[C@H](C)N.COC[C@H](C)N.COC[C@H](C)N.COC[C@H](C)N.COC[C@H](C)N.COC[C@H](C)N.COC[C@H](C)N. Its energy above the lowest of the compared OMol25 structures with the same formula, charge and spin is 719.7 kJ/mol. As for the total energy: -78628.308 eV.

```
170
Properties=species:S:1:pos:R:3:forces:R:3
C 0.02185 7.99551 2.88527 1.74 0.31 -0.19
O -0.03961 8.43545 1.52948 -1.89 -1.12 0.70
C -1.38314 8.86119 1.19499 1.83 0.64 -1.28
C -1.27284 10.37141 1.29290 -1.20 0.99 -1.43
C -2.47183 10.99304 0.64561 -1.37 0.01 -0.36
N -0.15192 10.98334 0.49749 0.37 -0.43 1.63
H 0.83146 8.55272 3.35661 0.10 0.22 0.17
H 0.40003 6.97326 2.87674 -0.64 -0.31 0.29
H -0.85166 8.18378 3.50947 -0.28 -0.33 -0.40
H -1.57111 8.61362 0.15025 0.41 -0.02 -0.40
H -2.23254 8.35752 1.65642 0.35 0.13 1.01
H -1.42377 10.68979 2.32438 1.41 0.10 0.28
H -3.37362 10.47916 0.97848 -0.28 -0.10 -0.12
H -2.38415 10.89427 -0.43636 -0.22 0.05 -0.09
H -2.62442 12.04372 0.89236 0.34 0.00 -0.06
H -0.02407 10.52446 -0.39311 -0.81 -0.23 -0.40
H 0.74810 10.76339 0.89959 0.15 0.08 0.64
C -5.41058 0.99636 12.19625 -1.42 0.90 1.52
O -5.05610 0.11560 11.24607 2.34 -1.59 -2.18
C -3.64593 0.22278 10.90007 -1.10 0.13 -0.54
C -3.44389 -0.09536 9.42225 -0.34 0.75 -1.03
C -4.17133 0.90301 8.42129 0.39 -1.40 0.82
N -3.83954 -1.48215 9.11850 -0.05 0.87 0.28
H -5.50559 1.99351 11.76642 -0.16 0.39 0.24
H -4.75983 1.03435 13.06985 0.40 -0.02 0.07
H -6.36472 0.61421 12.55912 -0.29 0.56 0.16
H -3.28633 1.23520 11.08394 0.00 0.13 0.27
H -3.12292 -0.49698 11.52976 0.34 0.05 0.06
H -2.38305 0.00096 9.19108 0.21 -0.03 0.21
H -4.22934 0.38664 7.46311 0.27 0.11 -0.11
H -3.60404 1.82706 8.30989 -0.24 0.03 0.09
H -5.21105 1.06414 8.70610 0.10 0.29 0.27
H -4.84076 -1.43400 9.24231 -0.50 -0.49 -0.15
H -3.52805 -1.98007 9.94018 0.07 -0.71 0.01
C 5.48520 1.17112 8.15665 0.29 -1.39 1.05
O 5.94785 -0.08798 8.77519 0.35 1.67 -0.52
C 5.42603 -1.28308 8.29977 -2.05 -0.83 0.56
C 3.91236 -1.47772 8.81484 0.68 -1.32 0.47
C 3.79509 -2.09006 10.27010 0.46 1.13 -1.09
N 3.21759 -2.37885 7.93975 0.09 -1.10 -1.16
H 4.50643 1.46694 8.53430 -0.34 -0.39 -0.24
H 5.49821 1.07180 7.07126 0.03 0.21 0.01
H 6.13052 1.96086 8.54133 0.40 -0.27 -0.37
H 5.47709 -1.50038 7.23287 -0.46 1.13 -0.77
H 6.08130 -2.11363 8.56229 -0.05 0.07 1.18
H 3.36028 -0.54710 8.68345 0.58 0.71 0.95
H 4.35180 -3.01620 10.41307 0.63 0.30 -0.33
H 2.79199 -2.42826 10.52994 -0.35 0.69 -0.13
H 4.14850 -1.28097 10.90931 -0.09 -0.44 0.59
H 2.29306 -2.59910 8.28155 -0.04 0.02 0.09
H 3.10223 -1.92519 7.04478 -0.13 -0.19 -0.29
C 10.03623 -7.26253 3.14891 -0.65 -0.67 0.10
O 9.29891 -8.05407 2.22806 -0.85 -0.10 -0.37
C 8.11629 -8.69023 2.75859 0.67 -1.44 -0.35
C 7.75097 -9.94527 1.83600 -0.48 0.17 1.43
C 6.36021 -10.65512 2.13985 1.37 0.88 -0.02
N 8.78631 -11.00432 1.96514 0.09 0.67 -0.89
H 10.96864 -6.92863 2.69369 -0.14 -0.20 -0.14
H 10.23365 -7.90433 4.00752 0.34 0.22 0.35
H 9.47158 -6.38908 3.47502 -0.10 0.13 0.05
H 8.37284 -9.15394 3.71109 0.21 -0.06 0.39
H 7.29805 -8.01812 3.01717 -0.12 0.41 -0.67
H 7.73733 -9.62960 0.79280 0.18 0.08 0.04
H 6.18092 -11.27768 1.26328 -0.10 -0.34 0.41
H 5.48155 -10.03098 2.30269 0.25 0.44 -0.20
H 6.49777 -11.21644 3.06403 -0.12 -0.40 -0.20
H 8.98186 -11.35603 2.89151 -0.75 0.15 0.44
H 9.67102 -10.59024 1.70841 0.19 0.08 -0.39
C 2.14901 -3.79285 -9.45655 1.38 0.73 -0.70
O 2.79143 -2.59200 -8.93657 -1.10 -0.39 -0.04
C 2.26750 -1.41624 -9.59790 1.72 -0.97 -0.20
C 2.97695 -0.06953 -9.28519 -1.42 -1.74 2.79
C 3.00841 0.11933 -7.76970 0.90 -0.88 0.20
N 2.12537 0.94748 -9.81122 0.48 0.72 -1.81
H 2.87482 -4.60520 -9.41935 -0.18 -0.14 1.04
H 2.07196 -3.74691 -10.54286 -0.44 0.60 -0.30
H 1.15989 -4.02438 -9.06139 0.19 0.11 0.40
H 2.51141 -1.66062 -10.63177 -0.78 0.47 -0.62
H 1.20287 -1.28483 -9.40452 -0.14 -0.15 -0.06
H 4.00122 -0.06965 -9.65798 -0.19 0.33 -0.34
H 3.71008 -0.60744 -7.36035 0.66 0.42 0.08
H 2.13468 -0.22625 -7.21718 -0.71 0.53 -0.50
H 3.26421 1.15587 -7.55003 0.05 -0.18 0.31
H 1.20673 0.96721 -9.39193 0.04 -0.18 0.42
H 1.97683 0.61172 -10.75212 -0.45 0.74 -0.68
C -5.49810 -7.03525 -3.92455 -0.51 -1.22 0.64
O -6.37086 -7.99957 -4.53029 0.18 0.59 -0.44
C -5.97537 -9.30296 -4.20988 1.04 -1.01 0.14
C -6.67956 -10.38897 -5.04129 0.27 1.22 -1.18
C -6.53279 -10.20666 -6.57768 1.32 -0.20 1.04
N -8.06730 -10.39952 -4.69177 -0.46 -0.93 -0.12
H -5.86964 -6.01716 -4.04091 0.12 -0.24 -0.53
H -4.47628 -7.23293 -4.24845 0.09 0.53 -0.35
H -5.50113 -7.24623 -2.85516 0.06 0.16 0.37
H -4.90003 -9.47477 -4.25713 0.59 0.49 -0.73
H -6.10418 -9.48660 -3.14321 -0.74 -0.11 0.39
H -6.21065 -11.35386 -4.84842 -0.09 -0.03 0.45
H -7.00511 -11.04881 -7.08345 -0.40 0.44 -0.08
H -5.46479 -10.33579 -6.75321 0.23 0.10 -0.32
H -6.76624 -9.20553 -6.94008 -0.52 -0.24 0.00
H -8.09112 -10.78611 -3.75900 -0.73 0.45 0.29
H -8.36901 -9.43663 -4.73547 -0.44 0.02 0.45
C -4.42914 -9.62122 8.06322 0.84 1.05 -0.73
O -3.57686 -9.34812 6.89537 -0.29 -0.84 0.93
C -3.43765 -7.96630 6.59793 -0.96 -0.29 0.97
C -2.61890 -7.67157 5.35187 2.46 0.94 1.15
C -1.03493 -7.90015 5.64127 -2.43 -1.63 -0.46
N -2.76916 -6.24338 5.04865 -0.87 -0.30 -0.18
H -5.46264 -9.35323 7.84375 -0.11 -0.15 -0.14
H -4.11923 -9.01814 8.91667 0.19 0.36 -0.01
H -4.35356 -10.64264 8.43613 0.16 -0.14 -0.81
H -4.43942 -7.53706 6.58036 -0.41 0.16 -0.88
H -3.05302 -7.43643 7.46936 0.85 0.03 0.23
H -2.94888 -8.31143 4.53345 0.12 0.06 -0.07
H -0.44103 -7.64208 4.76447 -0.05 0.01 0.06
H -1.06264 -8.98162 5.77456 0.92 -0.22 0.05
H -0.63393 -7.45848 6.55353 -0.39 0.33 -0.10
H -1.88899 -5.89100 4.70046 -0.08 0.17 0.03
H -2.96624 -5.78829 5.92851 0.06 0.48 -0.05
C -1.99929 4.75851 -7.56053 -0.60 0.00 -1.08
O -2.29881 5.30949 -8.88173 -0.34 -2.21 0.51
C -1.90524 6.62037 -9.13583 -0.95 0.89 -0.67
C -2.44886 7.14597 -10.58209 -0.16 -0.52 1.03
C -1.95764 8.53052 -10.99884 0.49 -0.13 0.91
N -3.95158 7.16724 -10.57891 0.92 -0.74 0.42
H -2.68489 5.10014 -6.78507 -0.01 0.62 -0.06
H -0.96771 4.87138 -7.22705 0.14 0.40 -0.28
H -2.19335 3.68711 -7.61098 0.07 0.02 -0.39
H -2.40862 7.17837 -8.34632 0.38 0.99 -0.02
H -0.81931 6.61476 -9.04186 0.21 0.81 -0.28
H -2.10313 6.41661 -11.31461 0.25 -0.18 -0.03
H -2.29943 9.28961 -10.29524 -0.33 0.00 -0.04
H -2.28549 8.80041 -12.00272 -0.05 -0.12 0.06
H -0.87070 8.59359 -10.94712 0.14 -0.15 -0.27
H -4.19317 6.24037 -10.25855 -0.30 -0.28 0.74
H -4.28367 7.06787 -11.52756 0.14 0.60 -0.53
C 1.84340 10.01702 -5.26873 0.39 1.85 -0.47
O 2.09776 11.42422 -4.95263 0.32 -1.05 0.87
C 1.92316 12.37439 -5.98873 -1.84 -0.17 0.07
C 0.38701 12.73528 -6.22559 0.30 -1.29 0.96
C 0.05023 13.50358 -7.49261 0.91 0.02 0.22
N -0.19958 13.28201 -4.98111 0.70 1.16 -0.79
H 0.75778 9.92062 -5.25394 0.14 -0.71 -0.37
H 2.35484 9.31251 -4.61284 -0.26 0.62 0.78
H 2.35588 9.80884 -6.20795 -0.66 -0.05 -0.59
H 2.41885 13.27665 -5.63051 0.15 0.00 -0.19
H 2.38078 11.97221 -6.89257 -0.01 0.29 -0.33
H -0.20450 11.82372 -6.31088 0.71 -0.87 -0.70
H 0.40417 14.53448 -7.48392 -0.46 0.21 0.28
H -1.01613 13.38694 -7.68597 0.05 0.47 -0.13
H 0.60657 13.06388 -8.32040 -0.18 -0.32 -0.14
H -1.20139 13.20856 -5.08655 -0.07 -0.01 0.51
H 0.13861 12.76208 -4.18400 -0.20 -0.17 0.04
C 2.61210 -1.71309 1.16925 0.84 -0.53 0.77
O 1.38598 -1.06807 1.20651 -0.72 0.05 -1.22
C 1.38782 -0.21032 0.09420 -2.56 1.65 -0.69
C 0.20564 0.79740 0.24730 -0.44 0.76 1.66
C -1.24594 0.30505 0.10714 0.33 -0.53 -0.79
N 0.33909 1.93030 -0.64963 0.98 -0.09 -0.99
H 2.81106 -2.20195 0.21555 0.06 0.13 -0.25
H 2.67268 -2.49464 1.92661 -0.16 0.18 0.19
H 3.32807 -0.91891 1.38082 0.81 -0.40 -0.09
H 2.32770 0.32626 -0.03545 0.24 0.30 0.54
H 1.21330 -0.61644 -0.90215 0.13 -1.25 0.01
H 0.31435 1.15481 1.27128 0.02 -0.03 0.44
H -1.64928 -0.26549 0.94374 0.32 -0.21 -0.11
H -1.30138 -0.23512 -0.83798 -0.06 -0.63 0.10
H -1.95509 1.10444 -0.10776 0.32 0.52 0.44
H 1.32403 2.12763 -0.75477 0.15 0.26 -0.19
H -0.07541 2.78430 -0.30471 -0.25 -0.18 0.21
```
Positions in Å, forces in eV/Å.